2
Properties=species:S:1:pos:R:3:nbo_charge:R:1 method="wB97M-V/def2-TZVPD" smiles="O=O" orbital_gap_ev=7.83 de_lowest_kj_mol=27.8 lumo_ev=-2.84
O 0.00000 0.00000 0.64386 0.00
O 0.00000 0.00000 -0.64386 0.00